(1)
C21H46BN4O4Si2 | wB97M-V/def2-TZVPD

## Properties
Electronic energy: -1951.447317 a.u.
F_max: 0.0252 Eh/bohr
E_LUMO: -0.155 hartree
Frontier orbital gap: 7.422 eV
Net charge: +1

Positions of all 78 atoms, in Å:
Si  -1.647  -0.736  4.490
Si  -0.437  -3.403  5.496
O  1.473  1.953  -7.901
O  0.774  0.884  -6.133
O  -0.911  -2.208  4.462
O  2.008  -4.254  -1.683
N  1.572  0.935  -7.388
N  0.525  -0.122  -3.327
N  4.744  0.695  -4.165
N  0.379  -1.131  -2.478
C  0.790  -2.735  6.739
C  -1.005  4.701  -1.112
C  -1.734  0.496  -2.426
C  1.254  5.252  -2.093
C  -1.913  -4.094  6.411
C  1.602  1.252  -5.030
C  -2.383  2.987  -2.330
C  2.746  -0.726  -3.928
C  -3.369  -0.880  5.202
C  2.610  -1.775  -3.066
C  1.616  0.110  -4.054
C  -1.383  3.208  -1.198
C  4.023  -0.508  -4.674
C  1.414  -1.945  -2.375
C  -2.848  1.536  -2.521
C  0.495  4.912  -0.816
C  0.376  -4.787  4.541
C  -0.661  0.469  5.526
C  -1.777  -0.054  2.752
C  0.253  -3.153  -0.162
C  -0.666  0.785  -3.457
B  1.242  -3.185  -1.372
H  0.687  -5.576  5.226
H  -3.336  -1.173  6.253
H  0.373  0.526  5.180
H  -1.223  5.195  -2.056
H  -2.353  -3.344  7.072
H  4.679  -1.353  -4.514
H  -0.114  -2.143  -0.022
H  4.949  1.331  -4.924
H  -0.312  -5.222  3.812
H  2.131  -4.844  -0.934
H  -1.598  5.197  -0.351
H  -0.650  0.167  6.575
H  -0.582  -3.807  -0.413
H  -0.346  1.805  -3.305
H  3.405  -2.483  -2.898
H  -2.266  0.922  2.775
H  0.901  4.001  -0.380
H  0.323  -2.002  7.400
H  -2.365  -0.715  2.112
H  -2.685  -4.426  5.714
H  -3.349  1.463  -3.486
H  -2.168  -0.483  -2.586
H  -0.461  2.662  -1.382
H  4.172  1.192  -3.497
H  -1.616  -4.948  7.022
H  3.811  -0.422  -5.736
H  1.182  -3.545  7.358
H  1.632  -2.252  6.238
H  -3.892  0.075  5.134
H  0.941  4.613  -2.918
H  -3.588  1.303  -1.763
H  1.261  -4.432  4.007
H  -3.263  3.581  -2.096
H  -3.953  -1.628  4.662
H  1.263  2.181  -4.585
H  1.020  6.278  -2.367
H  2.602  1.445  -5.392
H  -1.974  3.387  -3.256
H  -1.100  1.466  5.466
H  -1.796  2.931  -0.233
H  2.329  5.188  -1.950
H  -1.308  0.552  -1.430
H  -1.064  0.627  -4.454
H  0.677  -3.530  0.764
H  -0.788  0.070  2.303
H  0.651  5.690  -0.076

(2)
C48H80N11O | wB97M-V/def2-TZVPD

## Properties
Electronic energy: -2554.006829 a.u.
F_max: 0.0791 Eh/bohr
E_LUMO: -0.078 hartree
Frontier orbital gap: 7.552 eV
Net charge: +1

Positions of all 140 atoms, in Å:
O  27.523  -8.635  -26.788
N  30.317  -1.281  -25.002
N  20.624  1.053  -21.084
N  24.535  -6.791  -33.405
N  27.415  -4.854  -18.927
N  33.488  -4.278  -32.329
N  29.140  -10.405  -28.466
N  25.980  -0.985  -29.338
N  37.779  -9.498  -33.767
N  22.601  -15.462  -29.266
N  32.251  -8.240  -21.242
N  34.735  -16.259  -27.235
C  27.226  -7.305  -26.288
C  32.091  1.985  -24.823
C  31.937  -3.592  -33.808
C  39.521  -8.721  -32.709
C  31.057  -9.374  -29.962
C  30.518  0.714  -23.223
C  27.548  -10.400  -28.382
C  27.699  -5.809  -18.319
C  29.583  -11.864  -28.680
C  30.325  -0.391  -24.242
C  23.825  -7.889  -33.517
C  21.447  -1.632  -23.495
C  29.926  -9.855  -27.277
C  34.487  -7.391  -22.405
C  26.962  2.308  -30.228
C  33.054  -4.019  -34.583
C  32.239  -3.657  -32.434
C  22.340  -14.142  -28.854
C  22.523  -14.201  -31.027
C  29.523  -9.577  -29.763
C  33.942  -4.566  -33.662
C  22.334  -13.309  -29.945
C  29.419  -12.790  -27.427
C  25.866  -6.953  -16.066
C  24.645  -8.838  -34.151
C  19.594  -1.257  -21.834
C  38.335  -9.327  -32.537
C  34.578  -16.505  -29.384
C  27.083  -8.906  -28.075
C  26.693  -0.145  -29.739
C  35.053  -5.636  -20.687
C  25.977  -8.255  -34.235
C  26.616  2.814  -28.756
C  27.398  -7.161  -16.146
C  34.303  -17.139  -28.165
C  22.524  -15.494  -30.651
C  33.227  -7.873  -21.802
C  20.127  0.048  -21.421
C  30.913  2.056  -23.779
C  38.729  -9.147  -34.769
C  35.284  -15.325  -29.190
C  19.937  -1.685  -23.283
C  27.574  0.888  -30.274
C  25.822  -6.974  -33.673
C  35.525  -6.874  -21.432
C  28.024  -7.077  -17.559
C  35.337  -15.116  -27.790
C  39.825  -8.776  -34.088
H  30.033  2.443  -24.292
H  34.805  -4.883  -21.435
H  31.661  -3.399  -31.558
H  29.041  -8.601  -29.695
H  27.629  -7.275  -25.275
H  31.238  -8.797  -30.868
H  40.234  -8.414  -31.958
H  19.356  -1.273  -24.108
H  26.046  2.312  -30.819
H  34.884  -5.070  -33.822
H  29.444  -10.232  -26.375
H  29.691  0.688  -22.514
H  32.517  2.956  -25.074
H  31.173  2.700  -22.939
H  36.493  -6.576  -21.833
H  35.780  -5.126  -20.055
H  26.272  3.841  -28.634
H  30.108  -12.638  -26.597
H  31.492  -10.374  -29.961
H  30.936  -10.265  -27.270
H  20.007  -2.114  -21.303
H  28.454  -12.728  -26.925
H  26.602  -6.268  -33.429
H  24.233  -5.902  -33.033
H  31.481  -8.859  -29.100
H  21.926  -0.654  -23.544
H  38.654  -9.100  -35.845
H  22.202  -13.936  -27.803
H  35.912  -7.646  -20.767
H  40.772  -8.550  -34.554
H  22.790  -7.919  -33.208
H  22.638  -16.206  -28.584
H  30.011  -8.775  -27.391
H  27.544  2.890  -28.191
H  33.803  -18.020  -27.792
H  31.565  1.751  -25.749
H  33.918  -4.460  -31.434
H  25.895  2.095  -28.366
H  29.119  -10.013  -30.676
H  33.157  -4.033  -35.658
H  29.464  -13.834  -27.737
H  24.211  -9.784  -34.440
H  27.680  -8.124  -15.721
H  30.960  -3.456  -34.248
H  32.879  1.249  -24.661
H  34.988  -8.093  -23.070
H  19.654  -2.737  -23.255
H  27.877  -6.439  -15.484
H  26.924  -8.699  -34.506
H  22.585  -16.448  -31.152
H  27.590  3.089  -30.657
H  30.637  -11.890  -28.955
H  36.810  -9.753  -33.897
H  26.188  -6.982  -26.211
H  35.736  -14.341  -27.153
H  25.615  -5.892  -16.071
H  21.784  -2.069  -24.434
H  34.812  -16.525  -26.263
H  34.179  -5.784  -20.053
H  27.275  -10.640  -29.409
H  35.637  -14.603  -29.911
H  22.406  -13.924  -32.065
H  22.024  -2.179  -22.749
H  22.118  -12.251  -29.982
H  28.508  0.760  -29.727
H  27.703  -7.949  -18.128
H  34.307  -6.522  -23.039
H  34.247  -16.850  -30.352
H  31.391  0.488  -22.611
H  27.884  0.734  -31.308
H  25.544  -7.157  -15.044
H  37.925  -9.613  -31.580
H  26.000  -8.808  -28.143
H  27.604  -6.615  -27.042
H  18.525  -1.324  -21.633
H  25.326  -7.503  -16.837
H  29.112  -12.300  -29.561
H  27.455  -8.122  -28.735
H  27.229  -11.007  -27.534
H  29.076  -7.091  -17.275